Below is C22H39BBeF3GaKN5O13S2 as an isolated structure at a distorted geometry, with properties calculated with ωB97M-V with the def2-TZVPD basis set.

Each line ends with the Löwdin charge.
Geometry (Å):
C1 -1.9517 -2.1757 -6.1034  -0.12
C2 -1.1964 -0.9157 -6.4709  -0.27
C3 0.2414 -1.1461 -6.8915  -0.39
N1 0.9387 -2.1324 -6.0720  -0.17
Ga1 1.5393 -1.4402 -4.3504  0.33
C4 0.3123 -2.1757 -2.8359  -0.36
C5 -0.1295 -1.1735 -1.7655  -0.38
C6 -0.6735 0.1422 -2.2823  -0.57
S1 0.4032 1.4779 -1.6612  0.72
H1 -1.6812 -2.5873 -5.1446  0.04
H2 -1.8903 -2.9168 -6.8899  0.07
H3 -3.0036 -1.9111 -6.0272  0.05
H4 -1.2883 -0.1692 -5.6906  0.09
H5 -1.7083 -0.4818 -7.3248  0.10
H6 0.7586 -0.1868 -6.9591  0.09
H7 0.2079 -1.5135 -7.9207  0.09
H8 1.7979 -2.3195 -6.5710  0.00
H9 3.0038 -2.1334 -4.0714  -0.09
H10 1.6577 0.1358 -4.2659  -0.06
H11 0.7683 -3.0340 -2.3441  -0.11
H12 -0.5936 -2.5437 -3.3249  0.03
H13 0.6780 -1.0042 -1.0623  0.07
H14 -0.9282 -1.6446 -1.1952  0.09
H15 -0.7045 0.2092 -3.3586  0.03
H16 -1.6592 0.3500 -1.8952  0.05
H17 -0.0592 2.5841 -2.2577  -0.13
C7 -1.8049 1.5908 1.3952  -0.09
C8 -2.8875 1.9327 2.3035  -0.22
N2 -3.7719 2.1373 2.9942  0.16
H18 -1.7696 0.5089 1.2612  0.07
H19 -1.9550 2.0666 0.4255  0.08
H20 -0.8398 1.9353 1.8106  0.01
Be1 0.7158 0.6479 2.4080  1.03
C9 -5.0733 5.6127 4.6918  -0.68
O1 -4.0357 6.2034 4.4840  0.04
N3 -5.3670 4.3935 4.1512  0.14
N4 -6.0593 6.1380 5.5093  0.12
H21 -6.2250 3.9094 4.3258  0.08
H22 -4.6845 3.9633 3.5472  0.04
H23 -5.8783 7.0304 5.9244  0.09
H24 -6.9256 5.6754 5.7014  0.07
C10 5.3906 0.2880 4.1840  0.01
N5 4.2362 0.1203 3.2852  -0.42
O2 4.4262 0.0430 2.0870  0.05
O3 3.1475 0.0580 3.8152  0.00
H25 6.2925 0.3236 3.5894  0.08
H26 5.2325 1.2334 4.7118  0.07
H27 5.3949 -0.5638 4.8586  0.09
B1 0.4855 6.0927 0.6981  -1.06
O4 0.5758 6.9120 -0.5595  0.21
C11 -0.2855 6.4556 -1.4327  -0.43
O5 -0.4683 6.8891 -2.5412  0.11
C12 -1.0320 5.2660 -0.8058  -0.44
O6 -1.8956 4.6112 -1.3374  0.08
O7 -0.5855 5.0699 0.4073  0.20
F1 0.1104 6.8890 1.7586  0.16
F2 1.6788 5.4663 0.9489  0.17
F3 4.6266 2.8654 3.8727  -0.68
C13 -5.6865 -3.1572 -2.8320  -0.09
C14 -5.3924 -2.2739 -3.8604  -0.09
C15 -6.2466 -2.1659 -4.9477  -0.09
C16 -7.3998 -2.9353 -5.0028  -0.10
C17 -7.6959 -3.8166 -3.9728  -0.11
C18 -6.8373 -3.9303 -2.8889  -0.10
H28 -5.0182 -3.2424 -1.9851  0.10
H29 -4.4963 -1.6690 -3.8148  0.10
H30 -6.0131 -1.4807 -5.7520  0.10
H31 -8.0685 -2.8475 -5.8494  0.10
H32 -8.5968 -4.4154 -4.0149  0.10
H33 -7.0657 -4.6207 -2.0872  0.10
K1 1.4649 -4.8639 -2.7622  0.89
O8 8.8433 -0.7088 3.7548  0.13
C19 8.4235 -1.6918 4.2811  -0.49
O9 7.1618 -2.1509 4.1021  0.01
C20 6.9212 -3.2838 4.9528  -0.15
C21 8.3008 -3.8467 5.2735  -0.16
C22 9.1629 -2.5870 5.2649  -0.08
H34 6.3924 -2.9402 5.8440  0.13
H35 6.2917 -3.9958 4.4263  0.13
H36 8.3312 -4.4027 6.2089  0.11
H37 8.6227 -4.5167 4.4743  0.11
H38 9.1795 -2.0952 6.2382  0.13
H39 10.1761 -2.7778 4.9238  0.12
O10 1.9769 -2.0297 5.6053  -0.35
S2 0.7124 -1.3615 5.3060  0.20
O11 0.7985 0.0698 5.6343  -0.34
O12 -0.4075 -1.9794 6.0179  -0.35
O13 0.4172 -1.4296 3.8171  -0.38

Its maximum force is 3.4 eV Å⁻¹. For the HOMO-LUMO gap, the calculation gives 2.99 eV. The charge is -2. The value obtained for the energy is -157113.589 eV. The value obtained for the HOMO energy is -2.96 eV. The LUMO energy is 0.03 eV.

Below is a 6-piece molecular cluster, C22H39Cl2N5 overall at a distorted geometry, with properties calculated with ωB97M-V with the def2-TZVPD basis set.

Each line ends with the Löwdin charge.
Geometry (Å):
C1 2.4378 2.0378 2.7492  -0.13
C2 2.5703 3.2862 1.8826  -0.25
C3 2.8946 4.5643 2.7537  -0.16
C4 1.9651 4.6881 3.9435  -0.22
N1 1.2545 4.7556 4.8524  0.13
H1 1.7105 2.0837 3.5598  0.07
H2 3.4045 1.7798 3.1817  0.07
H3 2.0688 1.2504 2.0920  0.03
H4 1.6390 3.3788 1.3239  0.08
H5 3.2530 3.1887 1.0384  0.10
H6 2.8283 5.4575 2.1325  0.10
H7 3.9048 4.6285 3.1581  0.11
C5 4.1473 -1.2367 0.7960  -0.11
C6 4.8697 0.1091 0.7942  -0.25
C7 6.3961 0.0151 0.6266  -0.19
C8 7.1991 -0.6192 1.7086  -0.22
N2 7.8834 -1.0845 2.4940  0.13
H8 3.0600 -1.1629 0.8140  0.02
H9 4.4128 -1.7514 1.7194  0.07
H10 4.5090 -1.9123 0.0208  0.07
H11 4.5736 0.6653 1.6837  0.08
H12 4.6467 0.5641 -0.1709  0.11
H13 6.8877 0.9812 0.5120  0.11
H14 6.6027 -0.4126 -0.3545  0.12
C9 -1.6854 -3.1724 4.3075  -0.11
C10 -2.0647 -4.3356 3.3641  -0.25
C11 -3.4791 -4.1354 2.8126  -0.20
C12 -3.4916 -3.2501 1.6276  -0.21
N3 -3.4663 -2.5425 0.7109  0.15
H15 -0.6118 -3.0221 4.4213  0.06
H16 -2.0030 -3.4489 5.3129  0.07
H17 -2.0471 -2.1935 3.9929  0.07
H18 -2.1371 -5.2538 3.9471  0.10
H19 -1.3824 -4.6043 2.5576  0.11
H20 -4.0945 -3.8133 3.6527  0.12
H21 -3.9622 -5.0443 2.4537  0.11
C13 -0.0413 -3.9774 -3.8735  -0.10
C14 0.1995 -2.5961 -4.5756  -0.21
C15 0.8893 -1.5695 -3.5563  -0.17
C16 2.1852 -2.0873 -3.0478  -0.24
N4 3.2320 -2.4334 -2.7276  0.14
H22 0.7412 -4.6757 -4.1704  0.07
H23 -1.0443 -4.3616 -4.0593  0.06
H24 0.0689 -3.8394 -2.7979  0.06
H25 -0.7496 -2.1722 -4.9039  0.09
H26 0.8046 -2.6004 -5.4822  0.10
H27 0.2445 -1.1868 -2.7653  0.09
H28 1.2386 -0.7304 -4.1580  0.11
C17 -5.4039 4.0437 -4.7819  -0.11
C18 -6.2680 3.3062 -3.7594  -0.28
C19 -5.6743 3.4021 -2.3768  -0.20
C20 -4.3403 2.7549 -2.2152  -0.17
N5 -3.2423 2.2585 -2.1275  0.14
H29 -5.1519 5.0682 -4.5083  0.08
H30 -5.8825 4.0110 -5.7606  0.07
H31 -4.4448 3.5264 -4.8043  0.07
H32 -6.4138 2.2837 -4.1076  0.11
H33 -7.2606 3.7338 -3.9004  0.11
H34 -6.3495 2.9243 -1.6670  0.11
H35 -5.6226 4.4536 -2.0942  0.12
Cl1 0.3785 -1.5608 1.5654  0.54
C21 -0.8328 -0.2123 1.4118  -0.66
C22 -1.0471 0.2464 -0.0132  -0.60
Cl2 0.5147 1.0655 -0.3838  0.55
H36 -0.5465 0.5949 2.0860  0.06
H37 -1.7940 -0.5680 1.7831  0.04
H38 -1.8032 1.0315 -0.0060  0.05
H39 -1.2782 -0.5720 -0.6951  0.07

Its maximum force is 6.3 eV Å⁻¹. For the HOMO-LUMO gap, the calculation gives 11.20 eV. The charge is 0. The value obtained for the energy is -55939.763 eV. The value obtained for the HOMO energy is -10.66 eV. The energy above the lowest of the compared OMol25 structures with the same formula, charge and spin comes out at 0.984 eV. The LUMO energy is 0.54 eV.

Below is C22H39IrN2OSi3 as an isolated structure at a distorted geometry, with properties calculated with ωB97M-V with the def2-TZVPD basis set.

Each line ends with the Löwdin spin population.
Geometry (Å):
Ir1 0.2999 -0.6130 0.2438  0.62
C1 -2.8963 -0.9397 1.7905  0.00
Si1 -1.7968 0.5270 2.0194  0.00
C2 -0.7899 0.4493 3.5780  0.00
C3 -2.7047 2.1453 2.0574  0.00
C4 -0.6338 0.9490 0.1495  0.16
Si2 0.3895 2.6573 0.3169  0.03
C5 0.9646 2.8870 2.0612  0.01
C6 1.8616 2.4243 -0.7965  0.00
C7 -0.7006 4.0317 -0.2812  0.00
Si3 -1.8622 0.8968 -1.4280  0.06
C8 -1.0447 1.5307 -2.9663  0.00
C9 -3.5322 1.6567 -1.2257  0.02
C10 -2.0115 -0.9620 -1.5265  0.01
C11 -2.9735 -1.6706 -2.2253  0.00
C12 -2.9568 -3.0603 -2.2257  0.00
C13 -1.9600 -3.7231 -1.5180  0.00
C14 -1.0196 -2.9791 -0.8360  0.00
N1 -1.0552 -1.6354 -0.8364  0.02
H1 -3.5823 -0.9600 2.6434  0.00
H2 -2.3618 -1.8907 1.7977  0.00
H3 -3.5073 -0.8940 0.8887  0.00
H4 -1.3220 -0.2238 4.2584  0.00
H5 -0.7933 1.4376 4.0384  0.00
H6 0.2378 0.1124 3.5215  0.00
H7 -3.3863 1.9701 2.9027  0.00
H8 -3.3111 2.4252 1.2093  0.00
H9 -2.0609 2.9745 2.3448  0.00
H10 1.4841 2.0201 2.4725  0.00
H11 0.1798 3.1822 2.7564  0.00
H12 1.6912 3.7057 2.0372  0.00
H13 2.5615 1.6553 -0.4607  0.00
H14 2.4154 3.3686 -0.7723  0.00
H15 1.6050 2.2424 -1.8401  0.00
H16 -1.5965 4.1817 0.3184  0.00
H17 -0.9847 3.9522 -1.3306  0.00
H18 -0.1051 4.9471 -0.1931  0.00
H19 -0.5529 2.4956 -2.8496  0.00
H20 -1.8653 1.6800 -3.6763  0.00
H21 -0.3560 0.8356 -3.4430  0.00
H22 -3.4844 2.7372 -1.0820  0.00
H23 -4.1507 1.2116 -0.4503  0.00
H24 -4.0349 1.4915 -2.1858  0.00
H25 -3.7387 -1.1342 -2.7721  0.00
H26 -3.7081 -3.6181 -2.7699  0.00
H27 -1.9050 -4.8023 -1.4908  0.00
H28 -0.2252 -3.4573 -0.2761  0.00
O1 1.3707 -0.9754 2.0403  0.04
C15 2.8461 -0.9156 2.1366  0.01
C16 3.4339 -2.2810 1.8655  0.00
C17 2.7412 -2.9591 0.6811  0.00
C18 2.8325 -2.1762 -0.5959  0.00
C19 3.9017 -2.3880 -1.4533  0.00
C20 3.9738 -1.7359 -2.6729  0.00
C21 2.9372 -0.8852 -3.0339  0.00
C22 1.9067 -0.6967 -2.1464  0.00
N2 1.8560 -1.3002 -0.9385  0.00
H29 1.0155 -1.6131 2.6762  0.00
H30 3.0949 -0.5279 3.1227  0.00
H31 3.1301 -0.1801 1.3871  0.00
H32 3.3584 -2.9267 2.7426  0.00
H33 4.5006 -2.1528 1.6682  0.00
H34 1.6940 -3.1631 0.9184  0.00
H35 3.1978 -3.9351 0.5162  0.00
H36 4.6705 -3.0901 -1.1589  0.00
H37 4.8115 -1.9047 -3.3368  0.00
H38 2.9216 -0.3756 -3.9867  0.00
H39 1.0847 -0.0358 -2.3792  0.00

Its maximum force is 1.5 eV Å⁻¹. For the HOMO-LUMO gap (alpha / beta), the calculation gives 7.83 / 7.01 eV. The charge is +3. The value obtained for the energy is -54921.041 eV. The value obtained for the HOMO energy (alpha / beta) is -18.65 / -18.81 eV. The spin multiplicity is 2. The energy above the lowest of the compared OMol25 structures with the same formula, charge and spin comes out at 0.741 eV. The LUMO energy (alpha / beta) is -10.82 / -11.79 eV.